[1]
19
Properties=species:S:1:pos:R:3:forces:R:3:nbo_charge:R:1 method="wB97M-V/def2-TZVPD" spin_multiplicity=1 homo_energy_ha=-0.30554 e_above_lowest_kj_mol=240.8 lumo_energy_ev=0.333 gap_ev=8.647
C 0.009 1.386 -0.133 -3.3 0.1 -0.1 -0.105
C -1.066 0.470 -0.125 1.7 3.2 0.3 -0.323
C -0.110 -0.648 -0.079 -0.6 -0.4 -0.1 0.584
C 1.100 0.368 -0.063 0.3 -1.3 0.0 -0.201
C 1.789 0.314 1.281 1.0 -0.8 3.2 -0.629
C 2.076 0.137 -1.223 0.1 1.4 -1.2 -0.612
C -3.374 -0.983 -0.052 1.0 1.4 -0.2 -0.746
O -0.278 -1.841 -0.037 0.8 0.4 0.1 -0.545
S -2.773 0.758 0.112 0.8 0.0 -0.1 0.252
H -0.082 2.512 -0.026 0.6 -1.5 -0.3 0.227
H 2.015 -0.806 1.519 0.0 1.9 -0.5 0.232
H 1.084 0.595 2.243 1.7 -0.2 -2.6 0.227
H 2.808 0.920 1.317 -2.2 -1.2 0.0 0.224
H 2.680 -0.753 -1.053 -0.4 -0.4 0.0 0.226
H 2.903 0.958 -1.171 -1.7 -1.0 -0.7 0.217
H 1.469 0.028 -2.257 1.7 0.5 2.3 0.227
H -4.229 -0.913 0.701 1.2 -1.2 -1.3 0.239
H -2.373 -1.520 0.200 -2.6 0.0 -0.3 0.276
H -3.647 -0.983 -1.155 0.0 -0.9 1.7 0.231


[2]
19
Properties=species:S:1:pos:R:3:forces:R:3:nbo_charge:R:1 method="wB97M-V/def2-TZVPD" spin_multiplicity=1 smiles="C=C[Si]1(C=O)CC=CC1" homo_energy_ha=-0.31882 e_above_lowest_kj_mol=134.2 lumo_energy_ev=0.662 gap_ev=9.338
C -2.617 1.602 -0.220 -1.7 1.8 -0.2 -0.317
C -1.327 1.595 0.053 1.7 1.3 0.9 -0.675
Si -0.276 0.067 -0.095 0.7 -2.4 1.3 1.430
C -1.489 -1.457 -0.197 0.1 1.2 0.1 0.087
O -2.095 -1.900 0.750 0.1 -0.1 -0.1 -0.510
C 0.897 -0.374 1.422 -1.4 -2.1 0.0 -0.847
C 2.174 -0.755 0.775 0.1 0.0 0.7 -0.174
C 2.340 -0.627 -0.511 -2.3 1.6 -0.6 -0.198
C 1.206 -0.021 -1.301 -0.7 2.8 0.5 -0.878
H -3.281 2.547 -0.245 1.3 -1.5 0.4 0.204
H -3.168 0.703 -0.445 0.0 -0.3 -0.3 0.195
H -0.804 2.530 0.474 -0.9 -1.2 -1.0 0.232
H -1.659 -1.833 -1.203 -0.3 -0.8 -0.6 0.096
H 0.640 -1.205 2.200 -0.2 1.4 -1.6 0.252
H 0.907 0.506 1.982 0.6 1.6 1.2 0.228
H 2.948 -1.199 1.338 0.8 -0.5 0.8 0.202
H 3.152 -0.907 -1.077 2.0 -0.7 -0.8 0.203
H 1.221 1.173 -1.417 0.8 -2.2 -0.1 0.225
H 1.231 -0.446 -2.285 -0.7 0.0 -0.6 0.246


[3]
18
Properties=species:S:1:pos:R:3:forces:R:3:nbo_charge:R:1 method="wB97M-V/def2-TZVPD" spin_multiplicity=1 smiles="C=C1C=CC[C@]1(C)S" homo_energy_ha=-0.30817 e_above_lowest_kj_mol=103.0 lumo_energy_ev=0.821 gap_ev=9.206
C -0.016 2.224 -0.165 -0.2 0.3 -0.6 -0.407
C 0.276 0.911 -0.222 -1.2 0.3 0.8 -0.035
C 1.568 0.386 -0.504 2.1 -0.9 0.0 -0.236
C 1.604 -0.965 -0.556 -0.3 1.3 -0.4 -0.155
C 0.244 -1.506 -0.370 -1.1 -1.8 -0.6 -0.464
C -0.629 -0.340 0.071 0.3 2.2 0.7 -0.175
C -0.980 -0.311 1.591 -0.1 -1.3 -0.5 -0.606
S -2.098 -0.128 -0.951 -0.6 -0.3 -0.3 -0.007
H 0.796 2.937 -0.456 -0.8 -0.6 0.5 0.202
H -1.036 2.668 -0.003 1.2 -0.8 -0.1 0.219
H 2.427 1.058 -0.577 -0.2 -0.3 -0.2 0.217
H 2.421 -1.623 -0.799 0.3 0.2 0.1 0.217
H 0.235 -2.337 0.341 -0.1 0.1 0.2 0.221
H -0.202 -1.975 -1.308 0.7 0.6 0.9 0.228
H -1.677 -1.103 1.885 0.1 -0.2 -0.3 0.213
H -0.088 -0.465 2.198 0.2 0.1 -0.2 0.221
H -1.468 0.581 1.917 -0.1 0.9 -0.1 0.223
H -1.381 -0.013 -2.093 -0.3 0.0 0.2 0.123


[4]
20
Properties=species:S:1:pos:R:3:forces:R:3:nbo_charge:R:1 method="wB97M-V/def2-TZVPD" spin_multiplicity=1 total_charge=+1 smiles="C[C@@H]1C=CC=C(Br)[C@H]1[NH3+]" homo_energy_ha=-0.45108 e_above_lowest_kj_mol=188.8 lumo_energy_ev=-3.702 gap_ev=8.573
C -0.594 -0.684 2.036 2.2 1.0 1.0 -0.579
C -0.470 0.183 0.767 0.0 -1.7 0.2 -0.319
C -1.539 -0.288 -0.113 0.8 -0.4 -3.9 -0.129
C -1.389 -0.705 -1.412 -2.7 -0.6 2.3 -0.231
C -0.193 -0.704 -2.180 2.4 0.8 1.0 -0.218
C 0.931 -0.315 -1.522 -1.8 0.5 1.9 -0.142
Br 2.689 -0.331 -2.072 0.6 0.0 -0.6 0.149
C 0.877 0.159 0.080 1.3 -3.8 -2.6 -0.088
N 1.379 1.542 0.097 2.4 1.0 1.6 -0.705
H -0.161 -1.675 1.926 -0.4 -0.2 -0.3 0.231
H -1.629 -0.682 2.267 -0.9 -0.5 0.5 0.234
H -0.036 -0.222 2.910 -0.6 -0.4 -0.9 0.215
H -0.697 1.164 1.091 -0.4 1.4 0.3 0.209
H -2.528 -0.232 0.206 -1.4 -0.2 1.0 0.226
H -2.294 -1.236 -1.792 0.8 0.9 -0.2 0.246
H -0.210 -0.976 -3.222 0.2 -0.2 -0.1 0.259
H 1.571 -0.610 0.481 -0.2 1.0 0.4 0.259
H 0.960 1.882 0.948 -0.8 1.1 0.0 0.439
H 0.941 1.821 -0.765 0.1 1.7 -0.4 0.465
H 2.392 1.909 0.269 -1.6 -1.7 -1.4 0.478


[5]
22
Properties=species:S:1:pos:R:3:forces:R:3:nbo_charge:R:1 method="wB97M-V/def2-TZVPD" spin_multiplicity=1 smiles=Cn1ncc(Br)c1C(C)(C)O homo_energy_ha=-0.32866 e_above_lowest_kj_mol=115.7 lumo_energy_ev=0.697 gap_ev=9.640
C -0.418 -0.268 2.446 1.7 0.6 2.8 -0.421
N 0.588 -0.239 1.410 0.1 0.8 -2.1 -0.168
N 1.834 -0.215 1.870 0.8 0.2 0.6 -0.250
C 2.637 -0.031 0.853 2.0 -0.5 -0.8 -0.072
C 1.897 0.023 -0.329 -1.3 0.2 -0.1 -0.224
Br 2.607 0.320 -2.005 0.7 0.0 -0.6 0.091
C 0.551 -0.073 -0.004 1.1 -0.6 2.0 0.091
C -0.736 -0.131 -0.777 0.7 1.5 -0.1 0.193
C -0.578 -0.130 -2.285 1.8 -0.3 -2.7 -0.646
C -1.537 1.161 -0.407 -1.3 -1.1 0.8 -0.631
O -1.411 -1.323 -0.361 1.2 -0.8 0.0 -0.705
H -0.669 -1.282 2.665 -1.0 -0.7 -0.4 0.212
H 0.271 -0.070 3.429 -2.0 0.2 -2.3 0.242
H -1.268 0.438 2.335 0.8 -0.6 0.0 0.225
H 3.789 -0.039 0.837 -2.2 0.1 0.7 0.225
H -1.539 -0.059 -2.763 -0.7 0.1 0.1 0.221
H 0.075 0.655 -2.858 -1.2 -1.0 1.8 0.239
H -0.167 -1.079 -2.718 -0.1 0.5 0.8 0.218
H -2.427 0.744 0.203 1.3 1.3 -0.6 0.235
H -1.913 1.672 -1.291 -0.3 -0.3 -0.2 0.221
H -0.911 1.939 0.068 -0.4 -0.7 0.4 0.227
H -0.675 -2.011 -0.321 -1.6 1.1 -0.1 0.478


[6]
22
Properties=species:S:1:pos:R:3:forces:R:3:nbo_charge:R:1 method="wB97M-V/def2-TZVPD" spin_multiplicity=1 smiles="CC/C=C/C(=O)Br.CC(=O)O" homo_energy_ha=-0.35678 e_above_lowest_kj_mol=55.2 lumo_energy_ev=0.372 gap_ev=10.081
C 3.341 -2.139 0.432 -0.2 -0.6 -1.9 -0.599
C 2.673 -0.974 -0.352 -1.5 -1.6 1.2 -0.436
C 1.279 -0.669 0.169 -0.9 -0.4 0.1 -0.061
C 0.138 -1.192 -0.295 -0.3 -0.1 -0.6 -0.361
C -1.107 -0.772 0.388 -0.6 -1.4 2.0 0.580
O -1.253 -0.428 1.536 0.8 0.3 -0.3 -0.653
Br -2.743 -1.693 -0.274 -0.1 -0.2 -0.7 -0.107
H 4.400 -2.352 0.154 -0.8 0.3 -0.4 0.214
H 3.447 -1.777 1.421 -0.5 -0.5 1.5 0.211
H 2.726 -3.080 0.210 0.9 1.3 1.1 0.217
H 2.563 -1.222 -1.372 0.1 -0.2 -1.3 0.209
H 3.200 -0.092 -0.253 1.5 1.8 0.0 0.211
H 1.051 0.021 1.012 0.9 -0.4 -0.5 0.220
H -0.075 -1.907 -1.119 0.8 0.7 0.5 0.237
C -2.756 2.986 -0.824 3.6 0.4 1.9 -0.715
C -2.122 1.793 -0.108 -0.1 1.6 -0.7 0.841
O -1.408 0.949 -0.623 -0.7 0.9 -0.1 -0.579
O -2.469 1.909 1.177 -0.2 0.4 -1.1 -0.673
H -2.341 3.123 -1.822 0.7 0.6 0.4 0.235
H -3.676 2.627 -1.081 -3.3 -0.3 0.2 0.241
H -2.605 3.792 0.016 -1.0 -1.0 -2.4 0.253
H -2.264 1.096 1.607 0.7 -1.6 1.1 0.517


[7]
25
Properties=species:S:1:pos:R:3:forces:R:3:nbo_charge:R:1 method="wB97M-V/def2-TZVPD" spin_multiplicity=1 total_charge=+2 homo_energy_ha=-0.64910 lumo_energy_ev=-8.075 gap_ev=9.588
Ca -0.009 0.113 -1.765 0.1 -0.5 -1.1 1.627
C 0.012 2.337 -2.854 0.0 8.3 -2.8 0.409
O 0.016 3.461 -3.233 0.0 -7.4 2.4 -0.333
C -0.003 -0.768 -4.368 0.0 -0.9 -6.2 0.408
O -0.005 -0.949 -5.522 0.0 0.9 6.0 -0.357
C -2.519 -0.068 -2.171 -5.8 0.8 0.4 0.410
O -3.665 0.087 -2.109 5.1 -0.8 -0.4 -0.339
C 2.511 -0.088 -2.164 6.0 0.8 0.3 0.417
O 3.663 0.051 -2.113 -5.4 -0.7 -0.3 -0.348
H 0.001 -2.141 -1.152 0.0 -0.2 0.4 -0.007
H -0.014 -2.239 -1.880 0.0 -0.3 -0.4 0.023
C 0.718 0.817 3.233 0.5 -0.1 -0.5 -0.990
P 0.108 0.159 1.713 0.0 0.1 -2.6 1.891
C 0.916 -1.493 1.709 -1.5 0.3 0.7 -0.956
C -1.610 0.688 1.714 -0.5 -0.9 1.6 -0.972
O 0.192 0.480 0.186 2.1 0.8 0.6 -1.306
H 1.698 0.335 3.437 -0.6 0.8 0.3 0.280
H -0.113 0.297 3.788 0.9 0.7 0.4 0.271
H 0.657 1.920 3.268 0.1 -0.7 0.5 0.297
H 0.760 -1.762 2.783 0.5 -0.9 -1.0 0.267
H 0.389 -2.125 0.950 0.5 0.1 1.1 0.237
H 1.996 -1.384 1.438 -0.9 0.2 0.4 0.286
H -1.792 1.483 0.959 0.5 -0.5 0.7 0.274
H -2.118 -0.240 1.386 -0.7 0.7 0.6 0.253
H -1.787 1.029 2.763 -1.0 -0.4 -1.0 0.259


[8]
19
Properties=species:S:1:pos:R:3:forces:R:3:nbo_charge:R:1 method="wB97M-V/def2-TZVPD" spin_multiplicity=1 smiles="C=C1CCC[C@@]1(C)Cl" homo_energy_ha=-0.33762 e_above_lowest_kj_mol=265.4 lumo_energy_ev=0.767 gap_ev=9.954
C -0.132 0.268 2.281 1.0 0.0 0.6 -0.374
C 0.073 -0.279 1.059 -1.2 4.1 0.6 -0.038
C 0.296 -1.635 0.510 -3.1 -3.5 -0.1 -0.448
C 0.449 -1.616 -0.994 -1.6 2.8 -2.6 -0.401
C -0.399 -0.219 -1.309 0.1 -1.4 -0.8 -0.448
C -0.371 0.684 -0.093 1.2 0.1 -2.6 -0.033
C 0.489 1.928 -0.511 0.4 -0.2 0.3 -0.633
Cl -2.003 1.374 0.082 -0.8 0.2 0.7 -0.068
H 0.386 -0.232 3.107 -0.8 0.0 0.2 0.196
H -0.671 1.276 2.560 1.4 -2.1 -1.2 0.230
H 1.050 -2.416 0.824 -1.1 1.2 0.9 0.251
H -0.938 -2.048 0.650 3.7 0.5 -0.1 0.222
H -0.079 -2.357 -1.704 1.0 0.5 1.8 0.233
H 1.524 -1.564 -1.278 -0.7 0.2 0.0 0.203
H -1.452 -0.387 -1.378 -0.8 -1.6 0.0 0.220
H -0.335 0.291 -2.283 1.2 -0.1 0.4 0.224
H 0.484 2.552 0.307 0.5 1.3 2.6 0.209
H 0.074 2.750 -1.199 0.4 -2.3 -0.1 0.240
H 1.553 1.629 -0.632 -0.7 0.3 -0.6 0.215